No. 1
This record from the OMol25 dataset describes a single C6H10BrN3 molecule. The level of theory is ωB97M-V/def2-TZVPD.

Geometry (Å):
Br  -4.69068  -0.73062  -0.03761
N  1.11591  -1.05696  -0.02495
N  -1.23113  1.57744  -0.09923
N  -0.19147  0.77567  -0.10791
C  -0.10653  -0.51129  -0.20339
C  -2.53415  1.15589  0.11732
C  -3.47214  2.27677  -0.05051
C  -3.01830  -0.10955  0.55361
C  1.28228  -2.48054  0.18612
C  2.29349  -0.27830  0.23449
H  -4.13894  2.18160  -0.92004
H  3.11951  -1.11185  0.04340
H  0.33379  -2.99166  0.15954
H  -4.08302  2.29981  0.85872
H  -2.89552  3.14099  -0.22898
H  1.76926  -2.79450  -0.65579
H  0.53062  1.63846  -0.25861
H  2.28332  0.19859  1.26060
H  1.85785  -2.76092  1.19239
H  2.24432  0.58645  -0.34308

## Properties
LUMO energy (alpha / beta)	-0.65 / -0.98	eV
Kohn-Sham gap (alpha / beta)	7.09 / 7.03	eV


No. 2
This record from the OMol25 dataset describes a molecular structure, C6H10Cl14. The level of theory is ωB97M-V/def2-TZVPD.

Geometry (Å):
Cl  6.04123  -10.81565  7.36429
Cl  2.40030  -13.53158  6.51721
Cl  2.02529  -11.83023  4.18459
Cl  1.58897  -8.99660  3.86213
Cl  3.69418  -16.88988  3.55994
Cl  5.16627  -12.64519  6.19895
Cl  0.33003  -12.16473  5.81498
Cl  3.85907  -14.06233  4.09899
Cl  -0.90140  -13.09891  8.33586
Cl  -0.84738  -10.89358  3.96019
Cl  2.08937  -15.94957  1.25877
Cl  3.31341  -10.84399  2.20564
Cl  7.92411  -13.03991  7.53701
Cl  2.11436  -13.43395  1.63582
C  3.62621  -12.59373  1.90039
C  6.40562  -12.42879  8.07564
C  0.68851  -12.67470  7.50902
C  0.89228  -10.52672  4.53594
C  3.46944  -15.57907  2.39144
C  3.61314  -12.89384  5.36093
H  4.31612  -12.58356  1.05658
H  5.62513  -13.10390  7.72468
H  3.36188  -14.62768  2.91238
H  0.90358  -10.57090  5.62499
H  1.23065  -11.87169  8.00837
H  4.00664  -13.02920  2.82437
H  3.21414  -12.02473  4.83792
H  6.46121  -12.19635  9.13912
H  1.33142  -13.55471  7.52736
H  4.37588  -15.62574  1.78787

## Properties
LUMO energy	-0.26	eV
Kohn-Sham gap	8.92	eV


No. 3
This record from the OMol25 dataset describes 2 unconnected molecules or ions with the total composition C6H10ClFN3. The level of theory is ωB97M-V/def2-TZVPD.

Geometry (Å):
Cl  3.31628  -0.66640  -3.48361
F  3.88270  1.22251  -1.87473
N  -1.95253  1.46322  0.70149
N  -3.00109  0.53411  3.07958
N  -1.13027  0.62541  0.55355
C  1.92209  0.03811  -1.36247
C  1.17645  0.52070  0.25553
C  -0.19473  0.12103  -0.04183
C  -0.26821  -1.08458  -0.88908
C  3.01492  0.31434  -2.17624
C  0.94983  -1.03754  -1.82174
H  -2.27887  0.80357  3.79914
H  1.45905  1.43689  0.60586
H  0.69533  -0.76911  -2.80054
H  1.74264  -0.19256  0.77121
H  -3.16558  -0.47418  3.07379
H  -2.47663  1.27920  1.73912
H  -3.91316  0.92900  3.36136
H  -0.08527  -1.90295  -0.14330
H  -1.19737  -1.14888  -1.34372
H  1.50444  -2.01190  -2.00337

## Properties
multiplicity	3
total charge	+1
<S²>	2.012
LUMO energy (alpha / beta)	-3.84 / -7.62	eV
Kohn-Sham gap (alpha / beta)	5.29 / 3.86	eV